Record 1
Formula: C3H5N5O2
Source: the OMol25 dataset
Level of theory: the ωB97M-V functional and the def2-TZVPD basis

```
15
C3H5N5O2 (the ωB97M-V functional and the def2-TZVPD basis)
C 0.808 -0.007 -0.011
C 0.266 1.237 0.027
C -1.111 -0.926 -0.170
N -1.006 1.386 -0.181
N -1.716 0.232 -0.219
N 0.920 2.443 0.156
N -1.402 -2.161 0.116
N 1.891 -0.800 -0.085
O 3.014 -0.338 -0.386
O 1.758 -1.985 0.112
H -2.746 0.403 -0.292
H 1.995 2.538 0.386
H 0.324 3.179 0.433
H -0.585 -2.805 0.065
H -2.409 -2.395 0.048
```

The calculation puts the HOMO energy at -7.993 eV. As for the HOMO-LUMO gap: 8.0 eV. The multiplicity is 1.

***

Record 2
Formula: C3H5NO
Source: the OMol25 dataset
Level of theory: the ωB97M-V functional and the def2-TZVPD basis

```
10
C3H5NO (the ωB97M-V functional and the def2-TZVPD basis)
C 1.359 0.498 0.029
C -0.102 0.334 -0.120
O -0.568 -0.114 -1.216
C -1.283 -1.377 1.017
N -2.270 -1.295 0.399
H 1.892 0.009 -0.788
H 1.640 0.049 0.988
H 1.615 1.564 0.076
H -0.774 0.772 0.613
H -1.509 -0.440 -0.999
```

The calculation puts the HOMO energy at -9.884 eV. As for the HOMO-LUMO gap: 8.9 eV. The multiplicity is 1.

***

Record 3
Formula: C3H5NO
Source: the OMol25 dataset
Level of theory: the ωB97M-V functional and the def2-TZVPD basis

```
10
C3H5NO (the ωB97M-V functional and the def2-TZVPD basis)
C -0.724 -1.174 0.366
C -0.144 2.153 -0.008
N 0.560 1.127 -0.223
C 1.206 0.047 -0.195
O 0.662 -1.166 0.051
H -0.913 -2.116 0.879
H -1.327 -1.121 -0.547
H -0.613 2.484 -0.955
H -0.986 -0.338 1.020
H 2.273 0.006 -0.379
```

The calculation puts the HOMO energy at -7.870 eV. As for the HOMO-LUMO gap: 8.8 eV. The multiplicity is 1.

***

Record 4
Formula: C3H5NO
Source: the OMol25 dataset
Level of theory: the ωB97M-V functional and the def2-TZVPD basis

```
10
C3H5NO (the ωB97M-V functional and the def2-TZVPD basis)
O 0.774 -1.147 1.072
C 1.281 -0.471 0.158
C 0.606 0.461 -0.649
C -1.352 -0.283 0.116
N -0.658 0.795 -0.101
H 2.366 -0.541 -0.033
H 1.048 1.059 -1.426
H -1.354 -1.012 -0.685
H -1.972 -0.429 0.987
H -0.740 1.568 0.561
```

The calculation puts the HOMO energy (spin up / spin down) at -7.861 / -7.862 eV. As for the HOMO-LUMO gap (spin up / spin down): 8.0 / 8.0 eV. The multiplicity is 1.

***

Record 5
Formula: C3H5NO
Source: the OMol25 dataset
Level of theory: the ωB97M-V functional and the def2-TZVPD basis

```
10
C3H5NO (the ωB97M-V functional and the def2-TZVPD basis)
C 1.005 0.589 -0.060
C -0.039 -0.451 0.082
O -0.420 -1.140 -1.108
C -1.279 0.091 0.763
N -2.215 0.327 1.366
H 1.814 0.127 -0.727
H 0.612 1.491 -0.532
H 1.446 0.959 0.867
H 0.193 -1.361 0.810
H -1.117 -0.631 -1.460
```

The calculation puts the HOMO energy at -11.458 eV. As for the HOMO-LUMO gap: 12.1 eV. The SMILES is C[C@H](O)C#N. The multiplicity is 1.

***

Record 6
Formula: C3H5NO
Source: the OMol25 dataset
Level of theory: the ωB97M-V functional and the def2-TZVPD basis

```
10
C3H5NO (the ωB97M-V functional and the def2-TZVPD basis)
O 1.903 -1.109 0.274
C 1.287 0.077 0.303
N 0.054 0.134 0.005
C -1.220 0.797 -0.032
C -1.072 -0.705 -0.197
H 1.890 0.927 0.600
H -1.572 1.197 0.919
H -1.335 1.486 -0.870
H -1.123 -1.029 -1.242
H 1.187 -1.775 0.240
```

The calculation puts the HOMO energy at -7.401 eV. As for the HOMO-LUMO gap: 8.3 eV. The multiplicity is 1.

***

Record 7
Formula: C3H5NO
Source: the OMol25 dataset
Level of theory: the ωB97M-V functional and the def2-TZVPD basis

```
10
C3H5NO (the ωB97M-V functional and the def2-TZVPD basis)
H -0.300 2.832 -2.227
N -0.017 1.855 -2.212
C -0.460 1.293 -1.191
O -0.975 1.333 0.061
C -0.685 -0.003 -0.064
C 0.370 -0.619 0.811
H -1.387 -0.664 -0.455
H -0.281 -1.058 1.678
H 1.064 0.171 1.206
H 0.939 -1.411 0.372
```

The calculation puts the HOMO energy at -8.774 eV. As for the HOMO-LUMO gap: 9.7 eV. The SMILES is [H]/N=C1\O[C@@H]1C. The multiplicity is 1.

***

Record 8
Formula: C3H5NO
Source: the OMol25 dataset
Level of theory: the ωB97M-V functional and the def2-TZVPD basis

```
10
C3H5NO (the ωB97M-V functional and the def2-TZVPD basis)
C 0.059 -0.138 1.680
C -0.691 -0.345 0.593
N -0.085 -0.712 -0.697
C 0.337 0.311 -1.555
O 1.301 -0.358 -0.789
H -0.354 0.181 2.628
H 1.007 -0.057 1.497
H -1.812 -0.229 0.415
H 0.168 -0.009 -2.527
H 0.069 1.356 -1.244
```

The calculation puts the HOMO energy at -9.246 eV. As for the HOMO-LUMO gap: 10.4 eV. The SMILES is C=CN1CO1. The multiplicity is 1.

***

Record 9
Formula: C3H5NO
Source: the OMol25 dataset
Level of theory: the ωB97M-V functional and the def2-TZVPD basis

```
10
C3H5NO (the ωB97M-V functional and the def2-TZVPD basis)
N 2.230 -0.955 -0.887
C 1.460 -0.183 -0.501
C 0.429 0.724 0.014
C -0.776 -0.078 0.528
O -1.484 -0.684 -0.523
H 0.861 1.344 0.807
H 0.099 1.384 -0.795
H -1.474 0.605 1.019
H -0.437 -0.811 1.274
H -0.910 -1.345 -0.935
```

The calculation puts the HOMO energy at -11.029 eV. As for the HOMO-LUMO gap: 11.8 eV. The SMILES is N#CCCO. The multiplicity is 1.

***

Record 10
Formula: C3H5NO
Source: the OMol25 dataset
Level of theory: the ωB97M-V functional and the def2-TZVPD basis

```
10
C3H5NO (the ωB97M-V functional and the def2-TZVPD basis)
C 0.787 -0.370 0.749
N 1.786 -1.096 0.853
C 0.921 -0.832 -0.585
H 0.103 0.279 1.301
H 1.421 -0.236 -1.346
H 0.323 -1.664 -0.955
C -1.337 0.983 0.007
O -0.949 0.496 -1.026
H -2.052 0.457 0.666
H -1.002 1.984 0.337
```

The calculation puts the HOMO energy at -9.780 eV. As for the HOMO-LUMO gap: 10.3 eV. The SMILES is C1=NC1.C=O. The multiplicity is 1.

***

Record 11
Formula: C3H5NO
Source: the OMol25 dataset
Level of theory: the ωB97M-V functional and the def2-TZVPD basis

```
10
C3H5NO (the ωB97M-V functional and the def2-TZVPD basis)
O -0.729 1.649 -0.035
C -0.375 0.525 -0.027
C -0.110 -0.432 1.077
C 0.832 -1.167 -0.045
N 0.075 -0.304 -1.001
H 0.632 -0.023 1.803
H -0.920 -1.037 1.510
H 0.766 -2.335 -0.250
H 1.973 -1.059 0.104
H 0.769 -0.162 -1.912
```

The calculation puts the HOMO energy at -9.900 eV. As for the HOMO-LUMO gap: 10.7 eV. The SMILES is O=C1CCN1. The multiplicity is 1.

***

Record 12
Formula: C3H5NO
Source: the OMol25 dataset
Level of theory: the ωB97M-V functional and the def2-TZVPD basis

```
10
C3H5NO (the ωB97M-V functional and the def2-TZVPD basis)
C -0.275 0.444 1.504
O 0.477 -0.621 0.913
C 0.249 -0.664 -0.535
C 0.622 -0.033 -1.925
N -0.352 0.490 -1.372
H -0.121 1.339 0.886
H -0.109 0.752 2.464
H -1.339 0.140 1.628
H -0.369 -1.599 -0.858
H 1.217 -0.247 -2.706
```

The calculation puts the HOMO energy at -9.060 eV. As for the HOMO-LUMO gap: 10.1 eV. The SMILES is CO[C@@H]1C=N1. The multiplicity is 1.

***

Calculated values (kJ/mol) of ΔE to the lowest compared entry with this formula, charge and spin for the records, taken in order: 598.5 295.2 310.4 254.2 99.3 383.9 320.9 401.1 48.5 390.8 159.9 443.2.
Calculated values (eV Å⁻¹) of maximum force for the records, taken in order: 6.943 0.389 0.499 0.506 4.072 0.469 6.139 6.041 1.120 1.509 7.032 5.991.
Calculated values (hartree) of energy for the records, taken in order: -541.33124 -247.19482 -247.18900 -247.21042 -247.26940 -247.16102 -247.18503 -247.15446 -247.28874 -247.15840 -247.24633 -247.13843.